(1)
C27H29ClN3O2PS6Se2Sn | ωB97M-V with the def2-TZVPD basis set

Last column: Mulliken charge in e.
Positions of all 72 atoms, in Å:
Sn -2.005 -0.268 -0.165  0.08
Cl -0.057 -4.595 -1.506  -0.19
C 1.560 -4.236 -2.041  0.55
C 2.091 -5.020 -3.052  -0.65
C 3.371 -4.758 -3.518  -0.36
C 4.102 -3.721 -2.962  -0.86
C 3.559 -2.952 -1.943  0.10
C 2.276 -3.187 -1.455  -0.59
P 1.448 -2.153 -0.172  0.65
C 1.559 -3.274 1.283  -0.06
C 2.437 -4.354 1.377  -0.06
C 2.452 -5.154 2.509  -0.64
C 1.595 -4.879 3.568  -0.38
C 0.723 -3.805 3.485  -0.67
C 0.699 -3.010 2.346  -0.16
C 2.774 -0.950 0.194  0.51
C 3.544 -0.960 1.351  -0.10
C 4.457 0.059 1.596  -0.72
C 4.621 1.084 0.679  -0.44
C 3.860 1.098 -0.485  -0.69
C 2.930 0.099 -0.717  -0.51
H 1.494 -5.819 -3.470  0.42
H 3.788 -5.361 -4.315  0.35
H 5.102 -3.506 -3.319  0.38
H 4.144 -2.146 -1.516  0.36
H 3.111 -4.577 0.558  0.37
H 3.134 -5.994 2.565  0.37
H 1.606 -5.505 4.452  0.35
H 0.048 -3.582 4.302  0.44
H 0.015 -2.169 2.289  0.28
H 3.419 -1.753 2.079  0.34
H 5.032 0.053 2.514  0.35
H 5.323 1.884 0.879  0.35
H 3.966 1.908 -1.196  0.33
H 2.280 0.155 -1.584  0.50
N -3.267 1.416 -3.617  -0.61
N -4.399 2.253 -3.665  0.12
C -5.208 2.354 -4.721  0.33
N -6.316 3.140 -4.475  -0.46
S -4.992 1.645 -6.217  -0.44
H -3.352 0.998 -2.690  0.18
H -2.463 2.037 -3.504  0.28
H -4.689 2.667 -2.786  0.17
H -6.241 3.852 -3.766  0.20
H -6.796 3.414 -5.315  0.24
O 1.172 4.450 2.853  -0.61
C 1.304 4.144 1.472  -1.11
C 0.294 3.109 0.942  2.01
C -1.121 3.628 1.184  -0.69
O -1.451 3.716 2.575  -0.71
C 0.539 3.034 -0.571  -1.58
Se -0.325 1.605 -1.621  -0.51
C 0.591 1.768 1.647  0.18
Se -0.918 0.575 2.109  -0.23
H 0.232 4.322 3.068  0.51
H 2.320 3.761 1.320  0.36
H 1.200 5.062 0.874  0.40
H -1.845 3.001 0.664  -0.03
H -1.199 4.642 0.779  0.51
H -1.674 2.807 2.840  0.36
H 1.611 2.914 -0.733  0.29
H 0.251 3.986 -1.026  0.57
H 1.035 1.975 2.621  0.53
H 1.323 1.216 1.062  -0.93
S -8.432 2.169 3.339  -0.38
C -7.082 1.573 2.555  0.06
S -6.347 0.066 2.902  -0.14
C -5.051 0.093 1.712  0.16
C -5.020 1.218 0.953  -0.06
S -3.872 1.623 -0.303  -0.42
S -6.260 2.402 1.301  -0.13
S -4.008 -1.286 1.626  -0.43

Force components x, y, z for each atom (eV/Å):
Sn -0.14 0.14 0.01
Cl 0.06 0.03 0.04
C 0.00 0.05 0.01
C 0.06 0.02 -0.02
C -0.03 0.01 0.03
C 0.02 -0.01 0.00
C 0.10 0.01 0.00
C -0.14 -0.13 0.00
P -0.12 -0.01 0.07
C 0.07 -0.08 -0.11
C -0.01 0.01 -0.02
C 0.00 -0.01 0.03
C 0.03 -0.02 -0.03
C -0.01 0.03 0.01
C -0.06 0.03 0.00
C 0.01 0.08 -0.03
C 0.02 0.01 0.03
C -0.01 -0.04 0.04
C 0.01 0.04 -0.05
C 0.03 0.01 0.04
C 0.00 -0.05 0.01
H 0.00 0.00 0.00
H 0.00 0.00 0.00
H 0.00 0.00 0.00
H -0.03 -0.03 -0.01
H -0.01 0.01 -0.01
H 0.00 0.00 0.00
H 0.00 0.00 0.00
H -0.01 0.00 0.00
H 0.00 0.01 0.00
H 0.00 0.01 -0.01
H 0.00 0.01 0.00
H 0.00 0.00 0.00
H -0.01 0.01 0.00
H 0.00 0.02 -0.01
N -0.15 0.49 0.31
N -0.12 0.10 -0.25
C 0.05 0.07 0.16
N 0.04 0.00 -0.09
S -0.01 -0.01 -0.04
H 0.14 -0.42 -0.14
H 0.07 -0.21 -0.15
H 0.01 -0.12 0.09
H -0.02 -0.03 0.04
H 0.00 -0.01 0.00
O 0.03 -0.01 -0.03
C 0.04 -0.01 -0.02
C 0.04 -0.07 -0.01
C 0.00 -0.02 -0.02
O -0.02 0.10 -0.02
C -0.01 0.03 0.05
Se -0.05 -0.05 0.08
C -0.04 0.06 0.06
Se 0.08 0.01 0.02
H -0.04 -0.02 0.03
H -0.01 0.02 0.00
H 0.01 0.00 0.00
H -0.01 0.00 0.00
H -0.01 0.01 0.02
H -0.01 -0.05 0.02
H 0.07 0.00 -0.01
H -0.01 0.00 0.01
H 0.02 0.01 0.00
H -0.03 -0.06 -0.03
S 0.04 -0.02 -0.02
C -0.01 0.02 -0.02
S 0.05 0.00 -0.03
C -0.03 0.13 -0.05
C -0.03 -0.14 0.10
S 0.01 -0.02 -0.02
S 0.01 0.01 0.01
S 0.08 0.02 -0.05

Largest force on an atom = 0.60 eV/Å
Calculated total energy = -260386.340 eV
Frontier orbital gap = 5.512 eV
Relative energy (zero: lowest compared OMol25 entry of this formula, charge and spin) = 0.448 eV
Charge = -2
2S+1 = 1
LUMO = 3.75 eV

(2)
C27H29CoN6O6PS2Te | ωB97M-V with the def2-TZVPD basis set

Last column: Mulliken charge in e.
Positions of all 73 atoms, in Å:
Co -0.677 -1.121 -0.182  -1.05
C -1.811 -3.362 3.036  -1.71
C -1.718 -2.674 1.716  0.77
N -0.579 -2.291 1.204  1.29
N 0.576 -2.363 1.864  -1.05
C 1.495 -1.608 1.292  -0.05
O 1.243 -0.925 0.221  0.12
C 2.831 -1.553 1.889  0.30
C 3.869 -0.890 1.237  0.03
C 5.133 -0.838 1.800  -0.90
C 5.374 -1.443 3.025  -0.36
C 4.344 -2.105 3.681  -0.75
C 3.081 -2.159 3.122  -0.34
C -2.832 -2.310 0.892  0.53
C -4.177 -2.558 1.192  -0.82
C -5.158 -2.133 0.328  -0.47
C -4.787 -1.510 -0.865  -0.82
C -3.446 -1.305 -1.111  -0.14
N -2.489 -1.647 -0.252  0.72
H -0.809 -3.562 3.402  0.36
H -2.358 -4.302 2.943  0.41
H -2.331 -2.726 3.755  0.36
H 3.675 -0.433 0.276  0.46
H 5.935 -0.335 1.277  0.41
H 6.360 -1.400 3.469  0.39
H 4.530 -2.588 4.632  0.40
H 2.269 -2.664 3.623  0.47
H -4.419 -3.072 2.111  0.47
H -6.203 -2.290 0.553  0.43
H -5.527 -1.207 -1.590  0.47
H -3.117 -0.847 -2.036  0.63
Te 0.777 -2.882 -2.022  -0.02
C 0.542 -2.557 -4.092  0.17
C 0.939 -3.376 -5.108  -0.68
C 0.676 -2.858 -6.407  -0.41
C 0.088 -1.637 -6.383  -0.69
S -0.190 -1.124 -4.759  0.11
H 1.407 -4.330 -4.919  0.38
H 0.911 -3.388 -7.319  0.38
H -0.241 -1.017 -7.200  0.38
O -1.919 3.980 4.279  -0.70
S -1.710 3.621 2.915  1.13
O -2.472 4.468 1.958  -0.72
N -1.998 2.094 2.523  -0.60
C -0.925 1.502 1.976  -0.17
O -0.912 0.347 1.524  -0.21
C 0.285 2.399 1.935  0.29
C 1.541 2.106 1.429  0.54
C 2.499 3.113 1.423  -1.13
C 2.209 4.384 1.911  -0.50
C 0.949 4.675 2.423  -0.69
C 0.010 3.667 2.423  -0.11
H 1.753 1.111 1.060  0.55
H 3.493 2.902 1.049  0.45
H 2.973 5.150 1.904  0.41
H 0.714 5.660 2.805  0.47
N 1.642 0.700 -2.180  0.21
C 0.901 1.897 -2.672  -0.79
P -0.950 1.562 -2.466  0.63
O -1.705 1.534 -3.728  -0.82
O -0.970 0.374 -1.537  -0.16
C -1.538 3.003 -1.472  -0.49
N -2.823 2.576 -0.872  -0.14
H 1.124 0.276 -1.390  -0.64
H 2.601 0.881 -1.898  0.41
H 1.619 -0.033 -2.910  0.31
H 1.112 2.060 -3.727  0.45
H 1.194 2.776 -2.100  0.42
H -1.713 3.857 -2.124  0.45
H -0.843 3.291 -0.684  0.15
H -3.533 2.482 -1.594  0.42
H -3.091 3.309 -0.064  0.43
H -2.705 1.666 -0.417  -0.05

Force components x, y, z for each atom (eV/Å):
Co 1.03 0.31 -1.40
C -0.16 0.03 -0.13
C 1.78 -0.32 0.43
N -1.30 0.20 0.55
N 0.80 -0.61 0.87
C -1.04 0.18 -1.05
O 0.34 0.39 0.82
C 0.51 -0.01 0.33
C -0.19 -0.05 -0.03
C 0.09 0.02 0.00
C -0.06 -0.01 0.00
C 0.09 -0.01 0.05
C -0.11 0.05 -0.17
C -1.02 0.37 -1.09
C 0.65 -0.16 0.33
C -0.08 0.22 -0.52
C -0.24 -0.29 0.38
C 0.18 0.15 -0.27
N -0.99 -0.28 0.73
H -0.02 0.00 0.00
H -0.03 0.00 0.04
H -0.02 -0.02 0.03
H 0.01 -0.04 -0.01
H 0.01 0.02 0.01
H 0.02 -0.01 -0.02
H 0.00 0.03 0.02
H 0.00 -0.03 0.02
H -0.04 0.01 0.01
H 0.00 -0.04 0.04
H 0.01 0.02 -0.04
H 0.13 0.05 0.04
Te -0.10 0.10 -0.34
C -0.24 0.07 -0.05
C 0.01 -0.01 0.11
C 0.05 -0.02 -0.09
C -0.13 0.25 0.07
S 0.27 -0.37 0.22
H 0.02 -0.05 -0.03
H 0.01 0.01 -0.04
H 0.03 -0.06 -0.09
O 0.30 -0.33 0.51
S -1.29 1.50 -1.91
O 0.85 -0.84 0.33
N 0.30 -0.38 -0.02
C -0.36 -0.03 0.35
O -0.20 0.34 -0.08
C 0.24 0.25 -0.14
C -0.09 -0.03 -0.04
C 0.08 0.01 -0.01
C -0.07 -0.04 0.02
C -0.03 0.17 0.08
C -0.27 -0.57 0.03
H -0.01 -0.04 0.00
H 0.03 0.00 0.01
H 0.01 0.01 -0.01
H 0.00 0.00 0.02
N -0.53 -0.08 -0.45
C -0.67 0.09 -0.09
P 0.90 -0.39 -0.06
O -0.18 0.40 -0.02
O -0.09 0.36 0.36
C 0.53 -0.09 -0.41
N -0.42 2.06 2.51
H 0.30 -0.21 0.12
H 0.04 -0.03 -0.04
H 0.13 -0.16 0.31
H 0.09 -0.05 0.03
H 0.07 -0.04 0.06
H -0.08 0.00 0.06
H -0.12 -0.10 0.19
H -0.22 0.13 0.07
H 0.38 -1.81 -1.74
H 0.08 -0.17 0.20

Largest force on an atom = 3.27 eV/Å
Calculated total energy = -125576.047 eV
Frontier orbital gap (spin up / spin down) = 5.341 / 5.345 eV
Relative energy (zero: lowest compared OMol25 entry of this formula, charge and spin) = 1.508 eV
<S²> = 0.758
Charge = 0
2S+1 = 2
LUMO (spin up / spin down) = -0.80 / -0.78 eV